1.
Below is a cluster of 3 separate species, C2H8O4 in total, with properties calculated with ωB97M-V/def2-TZVPD.

## Properties
SMILES: CC(=O)O.O.O
2S+1: 1
Strongest force on any atom (Eh/bohr): 0.028
Energy above the lowest of the compared OMol25 structures with the same formula, charge and spin (kJ/mol): 23.7
Gap between HOMO and LUMO (Ha): 0.4111
Calculated total energy (a.u.): -381.98894

Last column: Löwdin charge in e.
Element x y z (Å)
O1 -0.64391 1.02196 -0.66004  0.08
C1 -1.19537 -0.01832 -0.40492  -0.58
O2 -0.59165 -1.13510 -0.02418  0.11
C2 -2.69948 -0.17998 -0.49471  0.01
H1 0.31810 -1.01098 0.28214  0.07
H2 -3.06905 -1.18845 -0.27597  0.08
H3 -3.06492 0.09619 -1.47665  0.08
H4 -3.15195 0.28670 0.38690  0.09
H5 2.67784 -0.48564 0.50876  0.00
H6 2.05603 -1.13471 1.73254  0.06
O3 2.15211 -1.23588 0.77941  -0.04
H7 2.89176 2.21266 -0.37193  0.06
H8 1.67886 1.41346 0.00738  0.02
O4 2.64164 1.35808 0.01126  -0.06

---

2.
Below is a cluster of 3 separate species, C2H8O4 in total, with properties calculated with ωB97M-V/def2-TZVPD.

## Properties
SMILES: CC(=O)O.O.O
2S+1: 1
Strongest force on any atom (Eh/bohr): 0.062
Energy above the lowest of the compared OMol25 structures with the same formula, charge and spin (kJ/mol): 128.0
Gap between HOMO and LUMO (Ha): 0.4163
Calculated total energy (a.u.): -381.94921

Last column: Löwdin charge in e.
Element x y z (Å)
O1 2.04416 -1.56083 0.17761  0.09
C1 2.15462 -0.42778 0.57038  -0.54
O2 1.90376 0.67801 -0.26300  0.05
C2 2.64372 -0.01810 1.95913  -0.01
H1 1.67832 0.27936 -1.11274  0.10
H2 1.69831 0.25780 2.55108  0.12
H3 3.08891 -0.92708 2.30224  0.05
H4 3.59200 0.71669 1.91159  0.14
H5 -1.70980 -3.29209 -3.40856  0.09
H6 -2.66917 -4.05698 -4.37163  0.03
O3 -2.34523 -3.15166 -4.22156  -0.12
H7 -4.78539 3.55071 1.36233  0.04
H8 -3.48178 4.40358 1.07968  0.06
O4 -3.81241 3.54838 1.46345  -0.09

---

3.
Below is a cluster of 3 separate species, C2H8O4 in total, with properties calculated with ωB97M-V/def2-TZVPD.

## Properties
2S+1: 1
Strongest force on any atom (Eh/bohr): 0.145
Energy above the lowest of the compared OMol25 structures with the same formula, charge and spin (kJ/mol): 785.0
Gap between HOMO and LUMO (Ha): 0.2087
Calculated total energy (a.u.): -381.69897

Last column: Löwdin charge in e.
Element x y z (Å)
O1 0.43419 0.73103 0.96451  0.14
C1 0.02163 -0.02430 -0.04880  -0.53
O2 0.93050 -0.21971 -0.97750  0.17
C2 -1.19044 0.61648 -0.67419  0.01
H1 -0.48717 -1.05329 0.36309  0.24
H2 -1.13646 1.53672 -1.22014  0.11
H3 -1.66003 -0.23832 -1.12626  0.08
H4 -1.85498 0.82456 0.15412  0.10
H5 3.57144 0.44634 0.08610  0.00
H6 1.78630 0.10110 -0.44183  0.03
O3 2.75492 0.25090 0.55477  -0.27
H7 -2.56658 -2.05464 0.92857  0.02
H8 1.43679 0.62946 1.14094  0.07
O4 -2.04011 -1.54632 0.29663  -0.15

---

Among the records above, which one has the highest calculated total energy?
number 3

---

The lowest gap between HOMO and LUMO belongs to which entry?
number 3